a) Here is a molecular structure, C33H28N8OPRhSe2 from the OMol25 dataset. Energies are from ωB97M-V/def2-TZVPD.

Geometry (Å):
Rh -1.13 -0.46 -2.07
Se -2.84 0.64 -3.57
P -0.97 -2.75 -1.52
Se 1.03 -2.74 -0.67
C -1.18 -4.07 -2.76
C -0.56 -5.30 -2.59
C -0.75 -6.31 -3.53
C -1.57 -6.08 -4.63
C -2.18 -4.85 -4.80
C -1.99 -3.84 -3.86
C -2.19 -3.11 -0.21
C -3.49 -2.66 -0.39
C -4.44 -2.85 0.61
C -4.08 -3.48 1.79
C -2.78 -3.94 1.97
C -1.84 -3.76 0.97
H 0.09 -5.47 -1.74
H -0.27 -7.27 -3.40
H -1.72 -6.86 -5.37
H -2.80 -4.66 -5.67
H -2.45 -2.87 -4.01
H -3.77 -2.14 -1.30
H -5.45 -2.48 0.48
H -4.82 -3.62 2.57
H -2.50 -4.45 2.88
H -0.82 -4.10 1.11
C 4.17 1.53 -2.45
N 2.75 1.34 -2.67
C 1.98 0.31 -2.29
N 0.73 0.57 -2.63
C 0.79 1.79 -3.24
N 2.00 2.28 -3.28
C 4.46 2.61 -1.44
C 5.49 3.51 -1.68
C 5.82 4.49 -0.75
C 5.10 4.58 0.43
C 4.06 3.69 0.67
C 3.74 2.71 -0.25
C 3.32 3.82 1.93
N 3.53 4.67 2.88
N 2.58 4.40 3.86
C 1.88 3.41 3.43
O 2.29 2.98 2.21
C 0.76 2.75 4.09
C 0.31 3.24 5.32
C -0.75 2.64 5.95
C -1.38 1.54 5.37
C -0.94 1.04 4.16
C -1.62 -0.16 3.54
N -1.88 0.03 2.13
C -1.10 -0.31 1.10
N -1.63 0.16 -0.01
C -2.77 0.79 0.40
N -2.94 0.75 1.70
C 0.13 1.65 3.52
H 4.63 1.78 -3.40
H 4.57 0.57 -2.12
H 2.32 -0.58 -1.79
H -0.08 2.28 -3.64
H 6.05 3.45 -2.61
H 6.62 5.18 -0.95
H 5.33 5.34 1.16
H 2.93 2.02 -0.05
H 0.81 4.10 5.75
H -1.11 3.02 6.90
H -2.23 1.09 5.87
H -2.57 -0.37 4.03
H -0.99 -1.05 3.63
H -0.21 -0.91 1.16
H -3.46 1.25 -0.28
H 0.49 1.28 2.56
C -2.78 2.40 -2.95
H -3.02 3.20 -3.64
H -2.71 2.63 -1.90

Output
**Spin multiplicity**: 5
**LUMO energy (alpha / beta)**: -0.007 / -0.030 Eh
**Net charge**: 0

b) Here is a molecular structure, C33H28N8OPRhSe2 from the OMol25 dataset. Energies are from ωB97M-V/def2-TZVPD.

Geometry (Å):
Rh -0.18 -1.77 -2.17
Se -2.37 -2.90 -2.42
P -2.04 -1.23 0.07
Se -0.10 -0.25 0.23
C -2.40 -2.10 1.65
C -1.50 -2.10 2.71
C -1.78 -2.84 3.86
C -2.95 -3.57 3.95
C -3.84 -3.58 2.89
C -3.57 -2.85 1.74
C -3.32 0.09 0.05
C -4.55 -0.19 -0.53
C -5.53 0.79 -0.62
C -5.27 2.07 -0.15
C -4.04 2.36 0.42
C -3.07 1.38 0.52
H -0.59 -1.51 2.65
H -1.08 -2.82 4.68
H -3.17 -4.14 4.84
H -4.76 -4.15 2.95
H -4.26 -2.88 0.90
H -4.74 -1.18 -0.94
H -6.49 0.56 -1.07
H -6.03 2.84 -0.23
H -3.83 3.36 0.80
H -2.11 1.61 0.98
C 3.13 -3.57 1.70
N 1.99 -3.57 0.80
C 1.86 -2.94 -0.37
N 0.65 -3.15 -0.85
C 0.06 -3.96 0.07
N 0.84 -4.22 1.10
C 3.85 -2.24 1.72
C 5.22 -2.18 1.46
C 5.87 -0.95 1.36
C 5.15 0.23 1.48
C 3.79 0.18 1.78
C 3.16 -1.05 1.93
C 2.97 1.40 1.79
N 2.08 1.79 2.64
N 1.40 2.84 2.05
C 1.93 3.02 0.89
O 2.97 2.17 0.67
C 1.45 3.86 -0.22
C 2.08 5.04 -0.60
C 1.59 5.75 -1.68
C 0.52 5.28 -2.42
C -0.09 4.08 -2.08
C -1.21 3.51 -2.95
N -0.98 2.12 -3.33
C -1.27 1.01 -2.65
N -0.64 -0.01 -3.21
C 0.02 0.54 -4.27
N -0.17 1.83 -4.37
C 0.37 3.39 -0.96
H 3.83 -4.35 1.38
H 2.75 -3.85 2.68
H 2.63 -2.34 -0.82
H -0.95 -4.31 0.00
H 5.77 -3.09 1.30
H 6.93 -0.92 1.16
H 5.64 1.18 1.36
H 2.10 -1.06 2.15
H 2.93 5.41 -0.04
H 2.07 6.68 -1.98
H 0.17 5.83 -3.28
H -1.26 4.07 -3.88
H -2.18 3.57 -2.45
H -1.93 0.97 -1.80
H 0.63 -0.03 -4.94
H -0.08 2.45 -0.66
C 1.59 -1.76 -3.09
H 2.27 -0.91 -3.05
H 2.06 -2.72 -3.30

Output
**Spin multiplicity**: 5
**LUMO energy (alpha / beta)**: 0.020 / -0.052 Eh
**Net charge**: 0

The energy of each structure relative to the most stable one, in hartree, is as follows: a) 0.0000; b) 0.0758.

a) Here is 2 unconnected molecules or ions with the total composition C4H12N5S from the OMol25 dataset. Energies are from ωB97M-V/def2-TZVPD.

Geometry (Å):
C 1.77 1.48 0.22
C -3.47 0.61 0.34
C -0.92 -2.42 -0.53
C 0.41 -1.70 -0.62
N 2.68 2.35 -0.35
N 1.35 1.66 1.43
N -4.27 0.10 1.09
N 0.36 -0.35 -0.05
N 1.29 0.54 -0.58
S -2.37 1.47 -0.37
H -1.67 -1.98 -1.09
H -0.71 -3.37 -0.86
H -1.18 -2.47 0.52
H 1.24 -2.09 -0.10
H 0.50 -1.82 -1.68
H 2.83 3.07 0.39
H 3.53 2.01 -0.78
H 1.79 2.32 1.99
H 0.82 0.84 1.78
H -0.65 0.01 -0.23
H -4.62 -0.75 1.11
H 1.28 0.50 -1.64

Output
**Spin multiplicity**: 1
**LUMO energy**: -0.104 Eh
**Net charge**: +1

b) Here is 2 unconnected molecules or ions with the total composition C4H12N5S from the OMol25 dataset. Energies are from ωB97M-V/def2-TZVPD.

Geometry (Å):
C 1.53 1.74 0.13
C -3.75 0.90 0.20
C -1.20 -2.14 -0.35
C 0.08 -1.36 -0.73
N 2.30 2.66 -0.36
N 1.35 1.65 1.50
N -4.34 0.21 0.96
N 0.01 -0.09 -0.10
N 0.92 0.87 -0.63
S -2.68 1.74 -0.56
H -2.20 -1.61 -0.54
H -1.44 -3.21 -0.73
H -1.21 -2.32 0.71
H 1.01 -1.71 -0.43
H -0.03 -1.34 -1.89
H 2.66 3.30 0.21
H 2.24 2.84 -1.32
H 1.55 2.53 1.95
H 0.95 1.02 2.12
H -0.86 0.45 -0.41
H -5.23 -0.13 1.27
H 1.10 0.65 -1.58

Output
**Spin multiplicity**: 1
**LUMO energy**: -0.103 Eh
**Net charge**: +1

The energy of each structure relative to the most stable one, in hartree, is as follows: a) 0.0000; b) 0.0033.

a) Here is a single CH6N4S molecule from the OMol25 dataset. Energies are from ωB97M-V/def2-TZVPD.

Geometry (Å):
C 0.27 0.07 -0.14
H -2.29 0.62 0.72
H -2.25 0.49 -0.90
H -0.97 -1.61 -0.24
H -0.56 1.60 -0.05
H 1.27 -1.65 0.02
H 2.86 0.51 1.15
N -2.20 -0.03 -0.06
N -0.93 -0.66 0.04
N 0.37 1.33 -0.20
N 1.44 -0.70 -0.25
S 3.00 0.03 -0.10

Output
**Spin multiplicity**: 1
**LUMO energy**: 0.028 Eh
**Net charge**: 0
**SMILES**: [H]/N=C(\NN)NS

b) Here is a single CH6N4S molecule from the OMol25 dataset. Energies are from ωB97M-V/def2-TZVPD.

Geometry (Å):
C 0.19 0.78 0.14
H 0.99 -0.71 -1.20
H 0.60 -1.97 -0.19
H 2.06 0.09 0.88
H 0.05 2.70 -0.02
H -1.60 0.80 -1.08
H -2.38 -1.14 1.32
N 1.31 -1.28 -0.38
N 1.07 -0.28 0.70
N 0.76 1.96 0.01
N -1.13 0.27 -0.22
S -1.92 -1.21 0.04

Output
**Spin multiplicity**: 1
**LUMO energy**: 0.018 Eh
**Net charge**: 0
**SMILES**: [H]/N=C(/NN)NS

The energy of each structure relative to the most stable one, in hartree, is as follows: a) 0.0000; b) 0.0376.